A structure of composition C36H36CsN5P2S5, computed with wB97M-V/def2-TZVPD.

Summary:
* total charge: -2
* spin multiplicity: 1
* ΔE to the lowest compared entry with this formula, charge and spin: 0.0000 eV
* HOMO: -0.5 eV
* frontier orbital gap: 3.8 eV

XYZ file:
```
85
Properties=species:S:1:pos:R:3:forces:R:3:mulliken_charge:R:1
Cs 2.70933 -0.00765 2.01746 0.29 -0.22 0.08 1.055
N 3.24182 1.35341 5.51452 0.18 -0.01 0.06 -0.370
C 1.92151 1.31012 5.15039 -0.17 0.00 0.18 0.088
S 0.88615 0.28069 6.02521 -0.01 -0.02 0.05 -0.495
N 1.46880 2.02423 4.12152 0.07 0.25 -0.17 -0.702
N 2.41641 2.85166 3.59758 -0.08 -0.39 -0.17 -0.045
C 2.16919 3.25892 2.40447 -0.06 0.22 0.22 -1.018
C 3.13400 4.09683 1.69908 -0.03 0.00 -0.14 0.777
C 4.29073 4.58892 2.32021 0.00 0.04 -0.12 -0.648
C 5.18470 5.31907 1.56826 -0.01 -0.02 0.03 -0.321
C 4.91264 5.54846 0.22271 0.04 0.03 -0.03 -0.631
C 3.74132 5.03126 -0.29962 -0.07 -0.05 0.03 -0.110
N 2.86166 4.32504 0.40666 0.10 0.10 0.05 -0.320
H 3.51199 0.66110 6.18879 -0.01 -0.10 -0.03 0.217
H 3.93030 1.62641 4.83224 -0.08 0.19 0.03 0.267
H 1.25823 2.98224 1.86868 0.01 -0.01 0.06 0.842
H 4.45795 4.37247 3.36536 -0.01 -0.01 0.00 0.394
H 6.09277 5.69895 2.02089 0.01 0.01 -0.02 0.385
H 5.59534 6.10329 -0.40781 0.00 0.00 0.01 0.347
H 3.49141 5.17915 -1.34654 0.02 0.01 0.01 0.373
C -3.73155 -2.69986 -4.67389 0.06 0.01 -0.05 -0.535
S -4.10555 -3.57456 -3.14364 -0.09 0.00 0.00 -0.147
C -2.60795 -3.20636 -2.20334 0.07 -0.06 0.03 -1.045
C -2.45121 -1.74930 -1.80074 -0.03 0.08 -0.01 1.229
C -1.12768 -1.55373 -1.04779 0.08 0.02 0.01 -1.902
N -1.03774 -0.35811 -0.19239 0.04 0.01 0.09 1.004
P -0.64901 1.21144 -0.77169 -0.02 -0.01 -0.03 -0.275
C -1.67541 1.29350 -2.30636 -0.02 -0.01 0.07 0.098
C -3.02007 1.61314 -2.11914 0.04 0.00 -0.03 -0.268
C -3.90922 1.60323 -3.18182 0.00 -0.01 -0.02 -0.605
C -3.45479 1.29295 -4.45694 -0.04 0.00 -0.07 -0.447
C -2.11326 0.99858 -4.66272 -0.03 0.03 0.04 -0.791
C -1.22899 0.99924 -3.59229 0.01 0.00 0.02 0.022
C 1.01533 1.09841 -1.51677 -0.04 0.05 0.04 0.532
C 1.45131 2.22484 -2.21887 -0.04 0.11 -0.03 -0.544
C 2.73685 2.29215 -2.72392 0.05 -0.06 0.01 -0.634
C 3.62312 1.24002 -2.51277 -0.02 -0.02 0.02 -0.676
C 3.21323 0.12455 -1.79964 0.03 -0.01 0.01 -0.895
C 1.91117 0.05937 -1.30818 0.10 -0.09 -0.02 -0.258
P -1.50341 -0.36838 1.47479 0.08 -0.07 -0.08 -0.199
C -3.15000 -1.19354 1.36439 -0.03 0.06 -0.04 0.039
C -4.24314 -0.34921 1.17409 -0.03 -0.05 0.00 -0.432
C -5.50923 -0.86624 0.93903 0.02 0.01 0.00 -0.659
C -5.69704 -2.24086 0.90741 -0.06 -0.02 -0.02 -0.428
C -4.62281 -3.09171 1.12998 -0.01 0.01 0.00 -0.710
C -3.35800 -2.57074 1.36085 0.02 -0.01 0.01 -0.183
C -0.55889 -1.73592 2.24307 -0.03 0.13 -0.08 1.155
C -0.89340 -2.01466 3.56910 -0.04 0.03 0.06 -0.601
C -0.20123 -2.97527 4.28291 0.02 -0.03 0.03 -0.601
C 0.84593 -3.66685 3.68571 0.02 0.01 -0.07 -0.621
C 1.21211 -3.37782 2.37981 0.01 0.01 0.06 -0.775
C 0.51115 -2.40936 1.66661 0.01 -0.15 -0.02 -0.351
H -4.52316 -2.93137 -5.38572 -0.01 0.00 0.02 0.379
H -2.78193 -3.04336 -5.08732 -0.01 0.01 0.01 0.244
H -3.69392 -1.62169 -4.52576 -0.01 -0.01 0.00 -0.041
H -1.74699 -3.55429 -2.78178 0.01 0.02 0.01 0.451
H -2.66829 -3.83696 -1.31293 -0.01 0.00 -0.01 0.363
H -3.29297 -1.45453 -1.17448 -0.02 -0.02 0.00 -0.169
H -2.47988 -1.11768 -2.68820 0.00 0.00 0.01 -0.449
H -0.29699 -1.53529 -1.75976 -0.02 -0.01 -0.03 0.557
H -0.95525 -2.42770 -0.41536 -0.05 0.00 0.01 0.490
H -3.37218 1.85217 -1.12128 0.01 0.00 0.01 0.326
H -4.95444 1.83525 -3.01682 0.00 0.00 -0.01 0.416
H -4.14605 1.28337 -5.29184 0.00 0.00 0.01 0.375
H -1.75608 0.75748 -5.65675 0.00 0.00 0.00 0.352
H -0.18635 0.75358 -3.75312 -0.01 0.00 0.00 0.365
H 0.78115 3.06870 -2.35531 0.00 -0.02 0.02 0.367
H 3.05754 3.17735 -3.26144 0.00 -0.01 0.00 0.429
H 4.64010 1.29074 -2.88080 -0.01 0.03 -0.01 0.430
H 3.88792 -0.70054 -1.58802 -0.03 0.00 0.01 0.270
H 1.63414 -0.81858 -0.73337 0.00 -0.01 -0.10 0.927
H -4.09034 0.72489 1.20058 0.01 -0.01 0.00 0.430
H -6.34720 -0.19830 0.77965 0.00 -0.01 0.00 0.398
H -6.68142 -2.64912 0.71271 0.01 0.00 0.01 0.361
H -4.76863 -4.16534 1.11438 0.00 0.01 0.00 0.423
H -2.52199 -3.24046 1.53121 0.00 0.03 0.00 0.473
H -1.67189 -1.44192 4.06212 0.01 0.00 -0.01 0.393
H -0.44646 -3.14999 5.32278 -0.01 0.01 -0.01 0.393
H 1.40849 -4.39993 4.25015 -0.01 0.00 0.01 0.394
H 2.07507 -3.84247 1.91720 -0.01 0.01 -0.01 0.337
H 0.85422 -2.17087 0.66667 -0.02 -0.06 0.01 0.337
S 6.79931 -2.92733 -0.43635 -0.20 0.06 0.14 -0.512
C 5.53549 -2.28415 0.51285 0.24 0.04 -0.32 -0.121
S 3.88421 -2.71122 0.14954 -0.17 -0.03 0.09 -0.433
S 5.87786 -1.17394 1.79166 -0.07 0.03 0.08 -0.533
```
Positions in Å, forces in eV/Å.

=====

A structure of composition C16H14BF5N6Os, computed with wB97M-V/def2-TZVPD.

Summary:
* total charge: +2
* spin multiplicity: 5
* HOMO (spin up / spin down): -15.6 / -15.5 eV
* ⟨S²⟩: 6.05
* frontier orbital gap (spin up / spin down): 6.0 / 4.6 eV

XYZ file:
```
43
Properties=species:S:1:pos:R:3:forces:R:3:mulliken_charge:R:1
H -2.49584 -2.30918 -0.88054 0.20 -0.02 -0.03 0.505
N -1.88324 -0.52380 0.15080 -0.54 0.43 -0.13 -0.196
B -2.03213 1.68365 1.45907 -0.07 1.11 0.08 -0.022
N -2.64768 0.44186 0.81680 0.62 -0.52 0.15 0.180
C -3.93834 0.11589 0.79257 0.78 0.00 -0.12 0.037
Os 0.08834 -0.16219 -0.09083 -1.39 0.13 -0.58 1.080
H -4.66572 0.76112 1.28956 0.29 -0.31 -0.25 0.470
C -4.08383 -1.07357 0.08400 1.20 -0.38 -0.38 -1.107
H -5.01215 -1.57444 -0.11280 0.01 -0.23 -0.11 0.439
C -2.78960 -1.44897 -0.30605 -0.88 0.38 0.30 -0.040
H -2.83932 2.26984 2.14185 0.21 -0.37 -0.18 -0.038
C 3.43367 0.04727 -2.00630 -0.55 0.00 -0.35 -0.861
H 4.13474 -0.60901 -2.58030 -0.63 0.54 0.60 0.289
H 3.56448 -0.06030 -0.92352 0.71 0.41 -0.26 0.239
H 3.51267 1.10262 -2.36882 -0.01 -0.96 0.50 0.309
N -1.55508 2.61919 0.35523 0.10 0.14 0.00 0.381
N -0.82037 1.28662 2.31434 0.43 -0.92 0.09 0.132
N -0.62890 2.19411 -0.56294 -0.10 0.64 -0.45 -0.372
N 0.12800 0.37051 1.88466 -0.11 0.95 0.73 -0.332
C -1.94881 3.89022 0.13709 0.90 -0.63 -1.08 -0.042
C -0.52139 1.67814 3.54296 0.01 -0.17 -0.31 0.009
H -2.66314 4.37477 0.77780 -0.07 -0.03 0.08 0.444
H -1.15274 2.38389 4.05651 -0.01 0.02 0.06 0.494
C -1.29001 4.35203 -1.00560 0.45 -1.98 0.69 -0.787
C 0.64073 1.03900 3.95146 0.62 -0.77 -0.70 -1.108
C -0.46570 3.26945 -1.41784 -1.23 0.31 1.27 -0.495
C 1.03791 0.21908 2.89772 -0.80 0.87 0.42 -0.091
H -1.42235 5.30514 -1.44996 0.14 0.51 -0.39 0.444
H 1.12764 1.15486 4.88423 0.33 0.03 0.61 0.455
H 0.16931 3.31187 -2.28013 0.33 -0.55 -0.07 0.444
H 1.88299 -0.44910 2.80585 -0.11 0.07 -0.02 0.554
H 2.38751 -0.31775 -2.13793 0.56 0.32 -0.63 0.087
F 2.92427 -1.67701 0.74112 -0.71 -0.10 -0.42 -0.287
C 2.34318 -2.32386 -0.29545 1.60 -0.42 0.93 0.933
C 1.05414 -1.90293 -0.74080 -0.18 -0.40 -0.93 -1.308
C 0.71625 -2.67577 -1.90150 -0.47 -0.98 -1.39 1.205
F -0.45046 -2.45820 -2.54300 0.66 0.20 0.73 -0.305
C 1.48031 -3.72229 -2.45255 -1.85 -0.08 -1.16 -0.006
F 1.02315 -4.45143 -3.49193 0.29 1.08 1.17 -0.228
C 2.71476 -4.07267 -1.93103 1.07 -1.62 -0.74 0.957
F 3.44560 -5.08631 -2.43864 -1.46 2.07 0.97 -0.192
C 3.14523 -3.33768 -0.84288 1.06 0.65 1.61 -0.032
F 4.35194 -3.63469 -0.32232 -1.39 0.58 -0.36 -0.238
```
Positions in Å, forces in eV/Å.

=====

A cluster of 2 separate species, C5H11NO2 in total, computed with wB97M-V/def2-TZVPD.

Summary:
* structure (SMILES): C=CCO.CNC=O
* spin multiplicity: 1
* ΔE to the lowest compared entry with this formula, charge and spin: 1.7587 eV
* HOMO: -9.7 eV
* frontier orbital gap: 10.4 eV

XYZ file:
```
19
Properties=species:S:1:pos:R:3:forces:R:3:mulliken_charge:R:1
C 0.92283 -2.18974 -0.33631 -0.29 -0.02 0.17 -0.652
C 0.57317 -1.48337 0.73123 0.28 -0.29 0.00 -0.398
C -0.79698 -1.49390 1.33431 0.19 0.02 -0.12 -0.155
O -0.64743 -1.74738 2.72313 -0.05 -0.01 0.03 -0.523
H 1.93350 -2.21509 -0.71713 0.02 0.14 -0.04 0.279
H 0.18646 -2.80725 -0.83868 0.05 -0.03 -0.06 0.220
H 1.32343 -0.90259 1.26044 -0.05 0.06 0.05 0.384
H -1.28112 -0.52360 1.17270 -0.10 0.00 0.01 0.257
H -1.39363 -2.27152 0.84916 -0.09 0.04 -0.03 0.287
H -1.52084 -1.74406 3.12409 0.00 0.01 0.07 0.300
C 0.05485 1.65701 -2.11179 -0.08 -0.15 0.29 -0.893
N -0.03500 1.47414 -0.67070 0.13 0.30 -0.01 -0.050
C 0.08729 2.54571 0.14787 -0.07 0.04 0.13 0.058
O 0.15772 3.69676 -0.21984 -0.02 0.16 -0.09 -0.563
H -0.38465 2.62119 -2.34780 -0.01 0.01 -0.06 0.321
H -0.50821 0.86742 -2.60292 0.06 -0.02 -0.10 0.312
H 1.09042 1.65692 -2.45325 0.01 -0.04 -0.07 0.289
H 0.15537 0.57375 -0.26307 -0.04 -0.10 -0.19 0.195
H 0.08282 2.28557 1.21858 0.04 -0.15 0.03 0.333
```
Positions in Å, forces in eV/Å.

=====

A structure of composition C31H27HfN10O8PS, computed with wB97M-V/def2-TZVPD.

Summary:
* total charge: +2
* spin multiplicity: 1
* ΔE to the lowest compared entry with this formula, charge and spin: 0.2625 eV
* HOMO: -13.6 eV
* frontier orbital gap: 6.5 eV

XYZ file:
```
79
Properties=species:S:1:pos:R:3:forces:R:3:mulliken_charge:R:1
Hf -0.60992 -1.19920 -0.51290 -0.34 0.81 0.32 0.574
S 1.47810 -1.71419 6.78449 0.42 -0.05 1.36 0.210
N 0.41163 -0.72322 6.11174 0.31 -0.27 0.19 -0.623
C 0.37891 -1.07835 4.84752 -0.38 0.13 -1.01 0.554
C -0.44031 -0.44081 3.82412 0.21 -0.02 0.54 0.678
C -1.30428 0.62650 4.08276 0.09 0.03 0.39 -0.545
C -2.03260 1.17643 3.05431 -0.19 0.23 0.11 -1.141
C -1.85139 0.68092 1.77759 0.19 -0.25 -0.31 -0.508
N -1.01577 -0.33221 1.51024 -0.06 0.25 1.02 0.547
C -0.34161 -0.92004 2.53032 0.03 -0.26 -0.43 0.059
C 0.47987 -2.10738 2.21240 -0.42 0.27 -0.31 -0.407
N 0.38865 -2.61251 0.95508 0.12 -0.20 0.63 1.130
C 1.10780 -3.68730 0.63328 -0.22 0.20 -0.12 -0.576
C 1.96001 -4.30470 1.53500 0.17 -0.30 -0.07 -1.204
C 2.05252 -3.80540 2.80817 0.19 -0.05 0.40 -0.567
C 1.28196 -2.69451 3.17025 0.18 -0.08 0.52 0.542
C 1.24181 -2.15125 4.52195 -0.27 -0.06 -1.02 0.704
N 1.93271 -2.61575 5.53987 -0.16 0.29 0.28 -0.620
H -1.38790 1.00090 5.09998 0.00 -0.06 -0.13 0.600
H -2.73127 1.98815 3.22613 0.10 -0.10 -0.02 0.534
H -2.38841 1.09631 0.93275 0.03 -0.01 -0.04 0.640
H 1.00122 -4.05298 -0.37847 -0.03 0.00 -0.09 0.688
H 2.52904 -5.17378 1.22608 -0.04 0.10 0.03 0.476
H 2.70681 -4.25830 3.54880 -0.11 0.04 -0.09 0.586
O 3.99281 2.47721 -2.35568 1.41 -0.98 0.00 -0.650
C 4.79366 1.46664 -2.22863 0.56 0.37 -0.31 -0.071
O 5.97358 1.29519 -2.47615 -1.20 0.23 0.25 -0.641
C 3.89120 0.37390 -1.62973 0.04 0.35 0.01 0.054
C 3.60076 0.39162 -0.25976 0.63 0.16 0.00 -0.590
C 2.41898 -0.12142 0.18758 -0.54 -0.16 -0.19 -0.262
N 1.52002 -0.68030 -0.64749 0.98 -0.31 -0.66 0.118
C 1.89444 -0.87571 -1.94916 -0.31 -0.38 0.67 0.796
C 3.05866 -0.38836 -2.45594 0.51 0.07 -0.43 -0.143
C 0.93563 -1.68201 -2.81032 -0.10 -0.28 0.66 -0.006
O 1.08215 -1.80085 -3.97687 -0.13 -0.12 -0.38 -0.527
O -0.07102 -2.24411 -2.06315 1.24 -0.17 -1.21 -0.753
H 4.27913 0.87305 0.43973 -0.09 0.00 -0.13 0.544
H 2.13145 -0.03960 1.22749 -0.05 -0.01 0.09 0.509
H 3.27285 -0.52679 -3.51229 0.00 0.03 0.12 0.628
C -2.66014 -4.10392 1.71828 -0.12 0.00 -0.11 -1.029
C -3.09558 -3.39995 0.47818 -0.06 -0.02 -0.13 0.325
N -2.47504 -2.41248 -0.15309 -0.11 0.43 -0.71 0.018
C -3.29832 -2.05169 -1.24378 0.67 0.46 0.36 -0.298
C -4.39374 -2.82442 -1.24502 -0.29 -0.58 0.33 0.097
N -4.24122 -3.65330 -0.16475 -0.33 -0.39 0.15 -0.039
C -5.64184 -2.96853 -2.05229 -0.28 -0.11 -0.12 0.531
O -5.77598 -2.19423 -3.10348 -0.23 -0.25 0.16 -0.475
O -6.44097 -3.78651 -1.68687 0.01 0.02 -0.03 -0.557
C -2.96962 -0.87618 -2.08321 0.25 0.14 0.45 0.674
O -3.60620 -0.57682 -3.05447 -0.07 0.18 -0.24 -0.772
O -1.93174 -0.17824 -1.60073 -1.43 -0.12 -0.66 -0.480
H -1.61247 -3.90814 1.92127 0.02 0.01 -0.02 0.060
H -2.80335 -5.18136 1.62452 0.00 0.06 -0.03 0.479
H -3.25290 -3.76466 2.57074 0.01 0.01 -0.04 0.311
H -4.94570 -4.34433 0.06923 -0.03 -0.02 0.00 0.275
H -5.01116 -1.59399 -3.20002 0.19 0.27 -0.23 0.402
C 0.60513 4.55635 -2.89859 -0.07 -0.40 0.49 -0.776
N 1.76543 3.70303 -2.37674 -0.58 0.13 0.17 0.000
C 2.23662 4.28651 -1.03242 -0.53 -0.11 -0.04 -0.604
N 1.14674 4.36033 -0.10030 -0.01 -0.08 -0.05 0.226
C 0.04046 5.14906 -0.65671 0.12 -0.40 -0.19 -0.922
N -0.45241 4.58603 -1.91993 0.04 -0.04 -0.03 0.193
C -1.15379 3.30138 -1.73295 0.38 0.09 0.06 -1.316
P -0.00731 2.00381 -1.02434 -0.16 0.40 0.23 1.951
C 1.33507 2.26828 -2.24760 -0.37 0.33 -0.01 -0.076
C 0.70633 3.03475 0.35757 0.08 0.22 -0.46 -1.252
H 0.26893 4.12702 -3.83951 -0.01 -0.06 -0.02 0.391
H 0.99102 5.55504 -3.07106 0.06 0.15 0.02 0.344
H 2.59133 3.69237 -2.98688 0.12 -0.07 -0.02 0.484
H 2.61906 5.27825 -1.25538 0.01 0.11 -0.03 0.312
H 3.04694 3.65281 -0.69575 0.05 -0.10 0.04 0.258
H 0.38547 6.16662 -0.83012 0.04 0.03 -0.05 0.316
H -0.77451 5.17915 0.06040 -0.08 0.01 0.07 0.381
H -1.52960 2.93959 -2.68861 -0.03 -0.01 -0.10 0.440
H -2.02007 3.44875 -1.08795 0.02 0.09 0.04 0.341
H 0.99347 1.93190 -3.22645 0.00 0.00 -0.11 0.791
H 2.23005 1.72503 -1.99873 -0.09 0.14 0.05 -1.272
H 1.55441 2.50625 0.78904 0.10 -0.01 0.07 0.466
H -0.04465 3.15064 1.13743 -0.06 0.07 0.09 0.469
```
Positions in Å, forces in eV/Å.